Computed, not measured: a single C13H20N4O3S molecule, with the ωB97M-V functional and the def2-TZVPD basis.

Each atom is followed by the atoms it is bonded to, with distances in Å.
Element x y z (Å)
1 C -6.489 -0.137 -0.276  O2 1.404, H39 1.088, H40 1.097, H41 1.097
2 O -5.183 -0.653 -0.269  C1 1.404, C3 1.407
3 C -4.195 0.348 -0.220  O2 1.407, C4 1.532, H37 1.103, H38 1.101
4 C -2.824 -0.331 -0.279  C3 1.532, N5 1.439, H35 1.092, H36 1.093
5 N -1.753 0.608 -0.065  C4 1.439, C6 1.341, H34 1.016
6 C -1.011 1.091 -1.072  N5 1.341, O7 1.209, N8 1.414
7 O -1.081 0.763 -2.234  C6 1.209
8 N -0.053 2.056 -0.684  C6 1.414, C9 1.365, H33 1.014
9 C 0.328 2.408 0.578  N8 1.365, O10 1.215, C11 1.519
10 O -0.314 2.157 1.579  C9 1.215
11 C 1.533 3.331 0.636  C9 1.519, H12 1.090, H13 1.091, S14 1.822
12 H 1.923 3.332 1.654  C11 1.090
13 H 1.235 4.344 0.361  C11 1.091
14 S 2.867 2.876 -0.519  C11 1.822, C15 1.752
15 C 2.885 1.151 -0.213  S14 1.752, N16 1.317, N20 1.319
16 N 3.786 0.430 -0.848  C15 1.317, C17 1.327
17 C 3.751 -0.882 -0.649  N16 1.327, C18 1.403, C29 1.491
18 C 2.804 -1.476 0.198  C17 1.403, C19 1.397, C25 1.495
19 C 1.911 -0.612 0.835  C18 1.397, N20 1.329, C21 1.494
20 N 1.966 0.698 0.617  C15 1.319, C19 1.329
21 C 0.846 -1.059 1.783  C19 1.494, H22 1.086, H23 1.089, H24 1.088
22 H 0.340 -0.184 2.179  C21 1.086
23 H 0.122 -1.687 1.265  C21 1.089
24 H 1.277 -1.628 2.604  C21 1.088
25 C 2.778 -2.959 0.386  C18 1.495, H26 1.090, H27 1.089, H28 1.085
26 H 3.720 -3.302 0.813  C25 1.090
27 H 2.651 -3.456 -0.575  C25 1.089
28 H 1.969 -3.263 1.042  C25 1.085
29 C 4.772 -1.685 -1.380  C17 1.491, H30 1.089, H31 1.086, H32 1.089
30 H 4.285 -2.389 -2.054  C29 1.089
31 H 5.407 -1.017 -1.955  C29 1.086
32 H 5.381 -2.254 -0.680  C29 1.089
33 H 0.544 2.347 -1.452  N8 1.014
34 H -1.603 1.004 0.858  N5 1.016
35 H -2.687 -0.785 -1.262  C4 1.092
36 H -2.789 -1.111 0.485  C4 1.093
37 H -4.285 0.928 0.714  C3 1.103
38 H -4.306 1.044 -1.066  C3 1.101
39 H -7.160 -0.993 -0.315  C1 1.088
40 H -6.692 0.447 0.630  C1 1.097
41 H -6.659 0.502 -1.151  C1 1.097

Results
**Total energy**: -1350.36196 Eh
**LUMO**: 0.674 eV
**Kohn-Sham gap**: 0.3502 hartree
**HOMO level**: -8.86 eV
**Structure (SMILES)**: COCCNC(=O)NC(=O)CSc1nc(C)c(C)c(C)n1
**ΔE to the lowest compared entry with this formula, charge and spin**: 0.0 kcal per mole